[1]
C73H188N12O23 | wB97M-V/def2-TZVPD

Element x y z (Å)
C1 -3.868 2.520 -0.973
C2 -5.143 1.996 -1.633
C3 -5.666 3.032 -2.672
O1 -6.851 2.516 -3.298
C4 -7.478 3.440 -4.197
N1 -4.821 0.767 -2.342
H1 -3.176 2.876 -1.774
H2 -3.407 1.733 -0.382
H3 -4.092 3.406 -0.318
H4 -5.933 1.789 -0.947
H5 -4.825 3.140 -3.431
H6 -5.751 4.044 -2.215
H7 -8.337 2.943 -4.607
H8 -6.741 3.756 -4.940
H9 -7.833 4.246 -3.552
H10 -4.343 0.950 -3.222
H11 -5.625 0.174 -2.570
C5 4.074 4.861 -2.517
C6 2.913 3.972 -2.120
C7 1.863 3.975 -3.266
O2 1.441 5.243 -3.550
C8 0.706 5.282 -4.735
N2 3.341 2.617 -1.962
H12 3.637 5.855 -2.705
H13 4.448 4.503 -3.445
H14 4.945 4.803 -1.813
H15 2.301 4.264 -1.245
H16 0.940 3.446 -2.942
H17 2.307 3.464 -4.125
H18 0.140 4.406 -4.943
H19 1.358 5.542 -5.566
H20 -0.048 6.042 -4.660
H21 4.140 2.543 -1.362
H22 2.570 2.135 -1.500
C9 -1.966 -5.742 1.044
C10 -1.171 -4.718 0.148
C11 -1.512 -4.915 -1.304
O3 -1.066 -6.149 -1.753
C12 -1.271 -6.282 -3.145
N3 -1.449 -3.357 0.571
H23 -1.648 -5.689 2.100
H24 -1.843 -6.739 0.598
H25 -3.043 -5.425 0.944
H26 -0.069 -4.935 0.224
H27 -1.181 -4.041 -1.893
H28 -2.619 -4.877 -1.347
H29 -0.520 -5.728 -3.712
H30 -2.282 -6.010 -3.422
H31 -1.164 -7.330 -3.440
H32 -2.428 -3.214 0.622
H33 -1.036 -2.626 0.004
C13 -6.268 -0.961 1.045
C14 -5.774 -2.101 0.224
C15 -6.836 -2.537 -0.770
O4 -7.078 -1.446 -1.664
C16 -8.204 -1.733 -2.435
N4 -4.537 -1.805 -0.351
H34 -7.119 -1.332 1.644
H35 -6.550 -0.106 0.432
H36 -5.596 -0.661 1.840
H37 -5.675 -2.983 0.917
H38 -7.758 -2.820 -0.213
H39 -6.520 -3.447 -1.290
H40 -7.989 -2.642 -3.147
H41 -8.414 -0.852 -3.049
H42 -9.008 -1.931 -1.764
H43 -4.182 -2.481 -1.038
H44 -4.519 -0.911 -0.873
C17 1.841 0.777 5.449
C18 1.700 -0.726 5.150
C19 2.759 -1.537 5.835
O5 0.403 -1.135 5.489
H45 2.833 1.113 5.069
H46 1.916 1.021 6.547
H47 1.056 1.321 4.896
H48 1.846 -0.949 4.041
H49 2.846 -1.160 6.864
H50 3.689 -1.496 5.250
H51 2.554 -2.616 5.927
H52 0.345 -1.111 6.433
C20 7.328 0.474 5.498
C21 7.549 -0.556 4.409
C22 8.700 -1.485 4.730
O6 6.303 -1.253 4.133
H53 8.225 1.067 5.597
H54 7.039 -0.011 6.435
H55 6.435 1.037 5.235
H56 7.724 0.050 3.475
H57 9.645 -0.938 4.734
H58 8.786 -2.304 4.030
H59 8.729 -1.920 5.718
H60 6.013 -1.808 4.864
C23 6.023 2.990 2.259
C24 4.874 2.006 1.843
C25 3.549 2.694 1.860
O7 5.130 1.648 0.467
H61 6.964 2.504 2.124
H62 5.927 3.334 3.264
H63 5.962 3.858 1.566
H64 4.854 1.099 2.506
H65 3.257 2.920 2.908
H66 2.888 1.982 1.359
H67 3.627 3.658 1.354
H68 4.998 0.703 0.380
C26 4.274 1.443 -5.135
O8 4.914 0.231 -4.774
C27 4.741 -0.085 -3.368
C28 3.256 -0.539 -3.008
N5 2.871 -1.847 -3.582
C29 3.448 -2.942 -2.946
C30 2.467 -4.019 -2.618
O9 3.180 -5.088 -2.092
C31 2.392 -6.227 -1.668
H69 3.209 1.154 -5.201
H70 4.573 1.648 -6.170
H71 4.462 2.345 -4.482
H72 4.949 0.775 -2.722
H73 5.497 -0.819 -3.102
H74 2.553 0.199 -3.319
H75 3.202 -0.619 -1.903
H76 3.037 -1.855 -4.572
H77 3.839 -2.676 -1.993
H78 4.253 -3.445 -3.492
H79 1.844 -4.265 -3.466
H80 1.746 -3.582 -1.877
H81 1.984 -6.674 -2.547
H82 1.574 -5.846 -1.105
H83 3.036 -6.874 -1.084
C32 -7.392 5.448 1.999
O10 -6.325 6.096 2.654
C33 -5.778 7.096 1.826
C34 -4.542 7.556 2.531
N6 -3.579 6.506 2.680
C35 -2.345 6.904 3.256
C36 -1.245 5.872 3.310
O11 -1.499 4.829 4.210
C37 -0.588 3.793 4.101
H84 -7.144 5.036 1.026
H85 -8.266 6.095 1.829
H86 -7.726 4.635 2.635
H87 -6.513 7.906 1.681
H88 -5.397 6.633 0.874
H89 -4.824 7.928 3.508
H90 -4.051 8.302 1.991
H91 -3.989 5.753 3.235
H92 -2.450 7.205 4.313
H93 -1.923 7.735 2.607
H94 -0.312 6.434 3.546
H95 -1.261 5.398 2.292
H96 -0.699 3.242 5.019
H97 0.411 4.291 4.002
H98 -0.802 3.324 3.128
C38 0.430 -3.971 3.491
O12 1.504 -4.936 3.387
C39 1.567 -5.979 4.363
C40 2.862 -6.715 4.291
N7 3.765 -6.169 5.302
C41 4.236 -4.824 4.875
C42 5.293 -4.792 3.752
O13 6.412 -5.588 3.911
C43 7.376 -5.139 4.836
H99 -0.531 -4.363 3.196
H100 0.721 -3.152 2.862
H101 0.393 -3.585 4.515
H102 0.646 -6.570 4.144
H103 1.367 -5.559 5.400
H104 3.205 -6.644 3.225
H105 2.753 -7.801 4.548
H106 4.575 -6.776 5.339
H107 4.477 -4.158 5.748
H108 3.417 -4.297 4.379
H109 5.551 -3.719 3.593
H110 4.804 -5.098 2.781
H111 8.102 -5.858 5.080
H112 6.907 -4.824 5.773
H113 7.878 -4.310 4.428
C44 8.167 -2.032 -7.458
O14 8.780 -2.064 -6.220
C45 7.980 -1.607 -5.106
C46 8.889 -1.728 -3.890
N8 8.072 -1.967 -2.684
C47 7.598 -3.303 -2.444
C48 7.034 -3.319 -1.034
O15 8.112 -3.242 -0.148
C49 7.737 -3.745 1.078
H114 8.704 -2.755 -8.074
H115 8.241 -1.029 -7.929
H116 7.147 -2.377 -7.248
H117 7.101 -2.235 -5.055
H118 7.638 -0.573 -5.273
H119 9.466 -0.827 -3.780
H120 9.620 -2.523 -4.110
H121 8.579 -1.696 -1.845
H122 8.358 -4.104 -2.634
H123 6.673 -3.521 -3.037
H124 6.398 -4.190 -0.861
H125 6.424 -2.415 -0.936
H126 8.625 -3.734 1.690
H127 7.387 -4.764 1.059
H128 7.031 -3.128 1.711
C50 0.645 6.631 -0.195
O16 -0.760 6.849 -0.251
C51 -1.466 5.721 -0.814
C52 -2.901 6.191 -1.042
N9 -3.034 7.315 -1.967
C53 -4.202 8.148 -1.761
C54 -5.439 7.476 -2.278
O17 -6.449 8.393 -2.603
C55 -7.419 8.511 -1.605
H129 1.114 6.845 -1.186
H130 0.793 5.573 0.085
H131 0.989 7.350 0.517
H132 -1.391 4.935 -0.104
H133 -0.998 5.408 -1.772
H134 -3.390 6.453 -0.094
H135 -3.496 5.365 -1.400
H136 -2.194 7.872 -1.976
H137 -4.067 9.021 -2.387
H138 -4.257 8.496 -0.734
H139 -5.772 6.622 -1.665
H140 -5.048 7.070 -3.266
H141 -7.043 8.793 -0.611
H142 -7.976 7.596 -1.549
H143 -8.173 9.321 -1.810
C56 -6.560 3.256 4.718
O18 -5.917 2.577 3.642
C57 -4.780 3.172 3.198
C58 -3.844 2.173 2.545
N10 -3.365 1.253 3.551
C59 -2.456 0.242 3.086
C60 -2.378 -0.817 4.170
O19 -3.652 -1.483 4.399
C61 -3.926 -2.599 3.639
H144 -6.601 4.346 4.524
H145 -6.077 3.042 5.665
H146 -7.527 2.915 4.725
H147 -4.188 3.574 4.036
H148 -5.117 4.015 2.556
H149 -2.955 2.561 2.036
H150 -4.389 1.716 1.734
H151 -4.222 0.822 3.885
H152 -1.436 0.696 2.983
H153 -2.834 -0.191 2.159
H154 -2.066 -0.361 5.111
H155 -1.665 -1.586 3.896
H156 -3.698 -2.469 2.606
H157 -4.960 -2.801 3.706
H158 -3.331 -3.452 4.015
C62 -5.004 -7.384 -3.544
O20 -4.736 -5.998 -3.167
C63 -5.768 -5.077 -3.407
C64 -5.813 -4.684 -4.875
N11 -4.476 -4.298 -5.394
C65 -3.722 -3.440 -4.513
C66 -2.346 -3.101 -5.115
O21 -1.557 -2.372 -4.112
C67 -0.899 -1.231 -4.654
H159 -5.558 -7.943 -2.781
H160 -4.059 -7.876 -3.794
H161 -5.638 -7.522 -4.441
H162 -5.559 -4.183 -2.786
H163 -6.762 -5.418 -3.107
H164 -6.441 -3.832 -5.004
H165 -6.236 -5.462 -5.545
H166 -4.018 -5.167 -5.627
H167 -3.483 -3.886 -3.514
H168 -4.283 -2.488 -4.394
H169 -2.374 -2.442 -6.023
H170 -1.811 -4.063 -5.346
H171 -0.061 -0.987 -3.973
H172 -1.594 -0.402 -4.697
H173 -0.427 -1.511 -5.646
C68 3.754 -2.536 1.742
O22 2.669 -1.609 1.726
C69 1.882 -1.960 0.552
C70 0.960 -0.811 0.185
N12 0.067 -1.312 -0.893
C71 -1.084 -0.460 -1.164
C72 -0.708 1.007 -1.664
O23 0.136 1.818 -0.900
C73 -0.346 2.043 0.381
H174 4.477 -2.214 2.450
H175 4.304 -2.634 0.795
H176 3.305 -3.531 1.956
H177 1.174 -2.786 0.741
H178 2.482 -2.216 -0.277
H179 1.411 0.120 -0.153
H180 0.390 -0.579 1.096
H181 0.622 -1.445 -1.755
H182 -1.726 -0.391 -0.302
H183 -1.645 -0.956 -1.971
H184 -1.691 1.548 -1.675
H185 -0.288 0.974 -2.669
H186 -0.148 1.182 1.051
H187 -1.397 2.277 0.389
H188 0.157 2.973 0.766

Calculated values
- Electronic energy: -143708.0279 eV
- Orbital gap: 0.3233 Eh



[2]
C73H50F5N4O5PSZr | wB97M-V/def2-TZVPD

Element x y z (Å)
Zr1 0.031 0.142 -0.068
C1 3.748 7.589 5.542
O1 3.989 6.206 5.624
C2 3.276 5.388 4.799
C3 3.575 4.025 4.859
C4 2.923 3.129 4.039
C5 1.960 3.569 3.136
C6 1.652 4.920 3.098
C7 2.293 5.827 3.920
C8 1.265 2.653 2.203
C9 1.623 2.724 0.845
C10 2.710 3.530 0.374
C11 2.907 3.210 -0.930
C12 1.900 2.258 -1.289
N1 1.118 1.972 -0.175
C13 1.705 1.781 -2.576
C14 0.534 1.140 -3.041
C15 0.168 1.104 -4.407
C16 -1.114 0.615 -4.455
C17 -1.484 0.309 -3.130
C18 -2.786 -0.187 -2.760
C19 -3.921 0.137 -3.654
C20 -4.614 1.317 -3.421
C21 -5.687 1.687 -4.211
C22 -6.087 0.868 -5.260
O2 -7.129 1.125 -6.098
C23 -7.929 2.251 -5.841
C24 -5.384 -0.314 -5.504
C25 -4.317 -0.677 -4.708
C26 -2.986 -0.783 -1.560
N2 -1.823 -0.823 -0.719
C27 -2.783 -0.557 1.062
C28 -2.557 -0.237 2.486
C29 -3.403 -0.961 3.443
C30 -4.732 -0.632 3.668
C31 -5.544 -1.439 4.448
C32 -5.028 -2.604 5.007
O3 -5.732 -3.512 5.736
C33 -7.099 -3.280 5.970
C34 -3.680 -2.915 4.812
C35 -2.878 -2.104 4.046
C36 -1.424 0.434 2.839
C37 -1.152 0.911 4.179
C38 -0.113 1.762 4.095
C39 0.297 1.797 2.707
N3 -0.470 0.953 1.965
C40 -4.157 -0.766 0.498
C41 -4.231 -0.935 -0.833
N4 -0.476 0.642 -2.258
C42 2.760 1.984 -3.598
C43 2.920 3.158 -4.315
C44 3.893 3.265 -5.296
C45 4.740 2.195 -5.558
O4 5.737 2.196 -6.485
C46 5.877 3.318 -7.321
C47 4.575 1.008 -4.844
C48 3.588 0.903 -3.893
H1 4.439 8.052 6.243
H2 2.722 7.835 5.834
H3 3.946 7.975 4.535
H4 4.337 3.698 5.549
H5 3.178 2.080 4.077
H6 0.898 5.265 2.406
H7 2.021 6.868 3.858
H8 3.255 4.226 0.979
H9 3.643 3.600 -1.606
H10 0.774 1.443 -5.223
H11 -1.737 0.479 -5.316
H12 -4.298 1.963 -2.614
H13 -6.194 2.615 -3.995
H14 -8.734 2.220 -6.575
H15 -7.369 3.184 -5.960
H16 -8.352 2.211 -4.833
H17 -5.702 -0.931 -6.328
H18 -3.781 -1.593 -4.909
H19 -5.145 0.268 3.234
H20 -6.577 -1.159 4.590
H21 -7.449 -4.137 6.543
H22 -7.665 -3.216 5.034
H23 -7.252 -2.367 6.554
H24 -3.296 -3.820 5.254
H25 -1.846 -2.364 3.870
H26 -1.740 0.649 5.038
H27 0.350 2.335 4.876
H28 -5.008 -0.828 1.156
H29 -5.158 -1.113 -1.354
H30 2.265 3.995 -4.122
H31 3.979 4.190 -5.845
H32 6.683 3.072 -8.011
H33 6.150 4.215 -6.752
H34 4.958 3.507 -7.886
H35 5.229 0.179 -5.061
H36 3.440 -0.028 -3.374
O5 -2.074 0.352 0.133
C49 -1.864 -1.678 0.506
C50 -2.279 -3.087 0.307
C51 -3.469 -3.750 0.560
C52 -3.578 -5.097 0.233
C53 -2.517 -5.792 -0.320
C54 -1.286 -5.166 -0.487
C55 -1.177 -3.837 -0.139
P1 0.284 -2.740 -0.109
C56 1.645 -3.931 -0.484
C57 1.812 -4.259 -1.828
C58 2.872 -5.045 -2.233
C59 3.783 -5.509 -1.297
C60 3.634 -5.175 0.037
C61 2.576 -4.382 0.445
C62 0.529 -2.619 1.713
C63 1.147 -1.456 2.167
C64 1.468 -1.290 3.501
C65 1.153 -2.295 4.402
C66 0.523 -3.449 3.962
C67 0.217 -3.624 2.623
H37 -4.304 -3.240 1.019
H38 -4.518 -5.602 0.405
H39 -2.630 -6.830 -0.596
H40 -0.429 -5.711 -0.861
H41 1.108 -3.862 -2.551
H42 3.002 -5.287 -3.277
H43 4.616 -6.120 -1.608
H44 4.350 -5.526 0.768
H45 2.487 -4.111 1.488
H46 1.386 -0.697 1.413
H47 1.968 -0.390 3.830
H48 1.409 -2.180 5.443
H49 0.286 -4.230 4.669
H50 -0.258 -4.532 2.279
F1 7.747 0.360 0.537
C68 6.503 0.022 0.164
C69 5.406 0.463 0.898
F2 5.575 1.193 2.008
C70 4.136 0.144 0.459
F3 3.048 0.568 1.159
C71 3.887 -0.609 -0.692
S1 2.285 -0.938 -1.217
C72 5.018 -1.089 -1.377
F4 4.849 -1.858 -2.459
C73 6.299 -0.763 -0.970
F5 7.358 -1.186 -1.672

Calculated values
- Electronic energy: -127698.3819 eV
- Orbital gap: 0.1898 Eh



- The lowest orbital gap belongs to which entry?
  C73H50F5N4O5PSZr



- electronic energy of number 2 (C73H50F5N4O5PSZr)?
  -127698.3819 eV